1.
{"formula": "C34H39BrN4O2P2Pb", "method": "ωB97M-V/def2-TZVPD", "charge": 2, "lumo_energy_ev": [-7.000, -9.346], "largest_force_ha_per_bohr": 0.107, "de_lowest_kj_mol": 95.8, "homo_ev": [-12.2, -12.2], "symbols": ["Pb", "C", "C", "C", "C", "C", "C", "C", "C", "C", "H", "H", "H", "H", "H", "H", "H", "H", "H", "H", "H", "H", "H", "H", "H", "P", "P", "N", "N", "N", "N", "C", "C", "C", "C", "C", "C", "C", "C", "C", "C", "C", "C", "C", "C", "C", "C", "C", "C", "H", "H", "H", "H", "H", "H", "H", "H", "H", "H", "H", "H", "H", "H", "H", "H", "H", "H", "H", "H", "Br", "C", "C", "C", "C", "C", "C", "C", "O", "O", "H", "H", "H", "H"], "xyz": [[-3.1394, 0.1990, 2.9581], [-1.4344, 1.3608, 3.7973], [-1.4333, 1.5713, 2.4222], [-0.4917, 0.8962, 1.4387], [-1.0814, -0.3909, 0.8123], [-1.9045, -1.2237, 1.7698], [-1.6182, -1.4591, 3.1105], [-0.3706, -0.9769, 3.8317], [-0.5661, 0.3792, 4.5526], [-4.7917, -1.0566, 2.8619], [-1.9146, 2.1164, 4.4163], [-1.9407, 2.4623, 2.0596], [0.4606, 0.6786, 1.9301], [-0.2661, 1.6009, 0.6317], [-1.7360, -0.1095, -0.0196], [-0.2719, -0.9978, 0.3783], [-2.6391, -1.8725, 1.2962], [-2.1728, -2.2560, 3.6004], [0.4628, -0.9162, 3.1263], [-0.0869, -1.7267, 4.5776], [-1.0463, 0.1977, 5.5201], [0.4146, 0.8285, 4.7723], [-5.4977, -0.8468, 3.6719], [-4.5008, -2.1139, 2.9074], [-5.3109, -0.8805, 1.9107], [2.1911, -2.0794, -3.7140], [2.5738, 1.0211, -3.1452], [2.6370, -3.4692, -2.7553], [1.9955, -2.7484, -5.3005], [3.5860, 1.1542, -1.7449], [2.6574, 2.6199, -3.8425], [3.8712, -1.3215, -3.9016], [3.7434, 0.1566, -4.2925], [2.1801, -3.5993, -1.4442], [2.8948, -4.6011, -0.8326], [3.8237, -5.1081, -1.7926], [3.6539, -4.3955, -2.9572], [0.7228, -2.9417, -5.8408], [0.8542, -3.5607, -7.0573], [2.2502, -3.7628, -7.2844], [2.9296, -3.2638, -6.2012], [3.0288, 1.2287, -0.4669], [4.0401, 1.4162, 0.4401], [5.2662, 1.4627, -0.2919], [4.9686, 1.3041, -1.6223], [3.7413, 3.4837, -3.9514], [3.4110, 4.4771, -4.8440], [2.0875, 4.2168, -5.3156], [1.6471, 3.0757, -4.6891], [4.4084, -1.8995, -4.6624], [4.4305, -1.4006, -2.9650], [4.7057, 0.6786, -4.2341], [3.3866, 0.2284, -5.3239], [1.3888, -2.9582, -1.0842], [2.7568, -4.9490, 0.1817], [4.5223, -5.9213, -1.6485], [4.1488, -4.4705, -3.9127], [-0.1473, -2.6100, -5.2931], [0.0444, -3.8323, -7.7198], [2.7044, -4.2179, -8.1540], [3.9887, -3.2196, -5.9999], [1.9598, 1.1360, -0.3429], [3.9218, 1.5016, 1.5111], [6.2591, 1.5902, 0.1176], [5.6165, 1.2728, -2.4847], [4.6371, 3.3187, -3.3740], [4.0400, 5.3145, -5.1150], [1.5210, 4.8124, -6.0175], [0.7155, 2.5330, -4.7556], [-3.7037, 2.0088, 7.0185], [-5.5736, 2.3011, 6.6753], [-6.3514, 2.6097, 7.7989], [-7.7232, 2.8219, 7.6790], [-8.3337, 2.7344, 6.4310], [-7.5765, 2.4280, 5.2977], [-6.1873, 2.2025, 5.3919], [-5.4492, 1.7878, 4.1639], [-6.1006, 1.5897, 3.0400], [-4.1941, 1.4139, 4.2686], [-5.8912, 2.6747, 8.7774], [-8.3136, 3.0485, 8.5582], [-9.4006, 2.8933, 6.3422], [-8.0884, 2.3490, 4.3473]], "atomic_forces_ev_per_a": [[-4.68, 1.21, -0.16], [2.03, 0.90, 1.26], [0.84, 0.93, -0.82], [0.11, -0.24, -0.06], [0.03, 0.19, -0.03], [2.30, -1.92, -0.91], [1.80, -1.58, -0.29], [0.24, 0.19, -0.02], [0.05, -0.32, -0.01], [-2.18, -1.60, -0.47], [-0.23, -0.13, -0.10], [0.01, 0.05, 0.12], [-0.20, 0.11, -0.03], [-0.13, -0.05, 0.17], [0.11, -0.05, 0.06], [-0.12, 0.05, 0.14], [-0.12, 0.20, 0.14], [-0.09, 0.10, -0.05], [-0.14, -0.09, 0.12], [-0.10, 0.12, -0.14], [0.08, 0.10, -0.09], [-0.19, 0.03, -0.07], [0.31, 0.14, -0.21], [0.19, 0.26, -0.02], [0.09, 0.00, 0.33], [0.71, -0.38, 2.10], [0.25, 1.24, -0.27], [-0.29, 0.38, -0.50], [-0.13, -0.48, -0.93], [-0.09, -0.09, -0.15], [-0.06, -0.40, 0.13], [-0.13, 0.13, -0.41], [0.23, -0.13, 0.22], [0.34, -0.39, -0.03], [-0.24, 0.37, -0.37], [-0.12, 0.21, -0.44], [-0.15, -0.07, 0.64], [1.63, 0.77, 1.72], [1.92, -1.23, -2.22], [-2.66, -0.56, -1.44], [-0.74, 0.90, 1.77], [0.58, -0.01, -0.07], [-0.29, -0.08, -0.33], [-0.08, -0.08, -0.38], [-0.33, -0.03, 0.56], [-0.33, 0.16, -0.44], [0.02, -0.36, 0.32], [-0.06, -0.39, 0.27], [0.40, 0.28, -0.03], [0.26, 0.30, 0.31], [-0.30, -0.28, 0.04], [-0.11, -0.26, -0.27], [-0.16, 0.35, 0.13], [0.07, -0.08, -0.02], [0.05, 0.05, -0.15], [-0.09, 0.13, -0.02], [0.07, -0.06, 0.10], [0.00, -0.02, -0.04], [0.12, 0.01, 0.04], [-0.10, 0.05, 0.07], [-0.08, -0.08, -0.07], [0.11, 0.04, -0.03], [0.05, 0.02, -0.13], [-0.15, -0.01, -0.06], [-0.03, 0.05, 0.14], [-0.07, 0.09, -0.02], [-0.09, -0.13, 0.05], [0.07, -0.08, 0.10], [0.03, 0.11, 0.00], [-0.42, 0.18, 0.23], [-0.80, 0.07, -0.28], [0.20, -0.10, -0.30], [0.23, -0.10, -0.45], [0.46, -0.11, -0.15], [0.11, 0.09, 0.62], [0.45, 0.17, 0.72], [-2.60, -1.97, -4.42], [2.70, 1.17, 4.20], [-0.90, 2.10, 1.33], [0.07, -0.01, -0.12], [0.08, 0.00, -0.02], [0.05, 0.00, -0.06], [0.34, -0.05, -0.09]]}

2.
{"formula": "C20H18O5TeV", "method": "ωB97M-V/def2-TZVPD", "charge": 3, "lumo_energy_ev": [-11.785, -12.876], "largest_force_ha_per_bohr": 0.023, "de_lowest_kj_mol": 0.0, "homo_ev": [-18.3, -18.3], "symbols": ["V", "O", "C", "O", "C", "C", "C", "C", "C", "O", "C", "C", "O", "O", "H", "H", "H", "H", "H", "H", "H", "H", "Te", "C", "C", "C", "C", "C", "C", "C", "C", "C", "C", "C", "C", "H", "H", "H", "H", "H", "H", "H", "H", "H", "H"], "xyz": [[-0.1549, 0.3596, -0.4167], [2.5427, 1.2073, -2.6393], [1.8384, 0.3490, -2.2837], [1.4867, 0.2311, -0.8689], [1.1102, -0.7408, -3.0682], [0.7529, -1.9222, -2.1595], [0.2009, -3.1035, -2.9331], [-1.2223, -2.6340, -3.3119], [-1.2628, -1.2261, -2.7530], [-0.4711, -1.3484, -1.4927], [-0.3248, -0.3030, -3.5820], [-0.6209, 1.1330, -3.3866], [-0.7346, 2.1602, -3.8297], [-0.9729, 1.1709, -1.5348], [1.7419, -1.0169, -3.9123], [1.4873, -2.1528, -1.3949], [0.8290, -3.3238, -3.7954], [0.1759, -3.9929, -2.3087], [-1.4146, -2.6400, -4.3839], [-1.9882, -3.2421, -2.8361], [-2.2452, -0.8257, -2.5236], [-0.4367, -0.4419, -4.6607], [-1.7440, -0.1293, 1.8729], [-0.3247, -0.6627, 3.3195], [0.3040, 0.3061, 4.0945], [1.1292, -0.1151, 5.1300], [1.3102, -1.4717, 5.3780], [0.6621, -2.4191, 4.6002], [-0.1715, -2.0250, 3.5580], [-1.0903, 1.8011, 1.3874], [-1.9568, 2.8400, 1.0559], [-1.4230, 4.0136, 0.5409], [-0.0490, 4.1417, 0.2970], [0.8190, 3.1035, 0.5928], [0.3066, 1.9212, 1.1532], [0.1428, 1.3658, 3.9431], [1.6093, 0.6330, 5.7462], [1.9470, -1.7947, 6.1902], [0.7854, -3.4751, 4.7988], [-0.6817, -2.7855, 2.9785], [-3.0247, 2.7500, 1.2110], [-2.0834, 4.8423, 0.3169], [0.3353, 5.0682, -0.1104], [1.8858, 3.2034, 0.4342], [0.9957, 1.1910, 1.5870]], "atomic_forces_ev_per_a": [[-0.37, 1.08, -0.33], [0.07, 0.04, -0.18], [-0.33, -0.21, 0.53], [0.67, -0.16, -0.55], [0.19, 0.13, -0.07], [-0.06, -0.10, 0.11], [0.03, -0.02, 0.03], [-0.04, 0.03, -0.05], [0.04, 0.01, 0.13], [-0.12, -0.37, -0.31], [-0.03, -0.08, 0.32], [0.19, -0.10, -0.83], [-0.07, 0.16, 0.18], [-0.10, -0.21, 0.49], [0.02, 0.02, 0.01], [0.02, 0.01, -0.03], [-0.01, -0.01, 0.00], [0.00, 0.00, 0.00], [-0.01, -0.01, 0.00], [0.00, 0.00, 0.00], [0.02, 0.04, -0.01], [0.01, -0.07, 0.01], [-0.10, -0.23, 0.45], [-0.29, 0.13, -0.40], [0.28, 0.17, 0.35], [-0.16, 0.29, -0.21], [0.04, 0.04, 0.05], [-0.30, -0.15, -0.36], [0.22, -0.39, 0.27], [0.24, -0.26, 0.02], [-0.09, 0.01, -0.05], [0.11, 0.02, 0.00], [-0.17, 0.04, 0.00], [-0.04, -0.20, 0.07], [0.09, 0.27, 0.30], [-0.02, -0.01, -0.01], [0.03, -0.06, 0.05], [0.02, 0.03, 0.02], [0.03, 0.01, 0.03], [-0.03, 0.05, -0.04], [0.00, 0.01, -0.01], [0.00, 0.00, 0.01], [0.01, 0.00, 0.01], [0.00, 0.01, -0.01], [0.02, 0.03, 0.00]]}

3.
{"formula": "C27H19IN4O6Zr", "method": "ωB97M-V/def2-TZVPD", "lumo_energy_ev": -1.222, "largest_force_ha_per_bohr": 0.006, "homo_ev": -8.0, "symbols": ["Zr", "C", "O", "C", "C", "C", "C", "C", "C", "N", "N", "C", "C", "O", "C", "C", "C", "C", "C", "C", "C", "C", "H", "H", "H", "H", "H", "H", "H", "H", "H", "H", "H", "H", "H", "I", "C", "C", "C", "C", "C", "C", "C", "C", "C", "C", "H", "H", "H", "H", "H", "H", "O", "N", "O", "O", "N", "O"], "xyz": [[0.0707, 1.4746, 0.1269], [-2.0676, 3.8741, -1.0082], [-1.9309, 2.4810, -0.6596], [-3.0625, 1.6938, -0.8676], [-4.1539, 2.1319, -1.5967], [-5.2429, 1.2856, -1.7582], [-5.2353, 0.0187, -1.1948], [-4.1381, -0.4065, -0.4681], [-3.0410, 0.4263, -0.2977], [-1.8593, 0.0669, 0.4078], [-1.9150, -1.0764, 0.9247], [-0.8836, -1.6046, 1.6447], [0.2321, -0.8787, 2.0862], [0.4182, 0.3694, 1.7528], [1.1688, -1.4908, 2.9620], [1.0207, -2.7845, 3.3307], [-0.0767, -3.5773, 2.8782], [-0.2049, -4.9282, 3.2562], [-1.2599, -5.6793, 2.8131], [-2.2212, -5.0944, 1.9724], [-2.1157, -3.7811, 1.5908], [-1.0407, -2.9894, 2.0392], [-2.9013, 4.2973, -0.4502], [-2.2347, 3.9753, -2.0801], [-1.1392, 4.3578, -0.7349], [-4.1807, 3.1144, -2.0402], [-6.0956, 1.6273, -2.3290], [-6.0838, -0.6392, -1.3232], [-4.1078, -1.3892, -0.0213], [2.0064, -0.8932, 3.2949], [1.7532, -3.2457, 3.9830], [0.5494, -5.3639, 3.9005], [-1.3528, -6.7175, 3.1026], [-3.0522, -5.6893, 1.6157], [-2.8505, -3.3412, 0.9330], [0.4538, 2.4751, -2.8799], [2.4178, 1.7290, -2.8249], [3.0670, 1.5855, -4.0140], [4.4266, 1.2093, -4.0025], [5.0742, 1.0449, -2.8147], [4.3987, 1.2077, -1.5810], [5.0947, 1.0895, -0.3522], [4.4445, 1.2787, 0.8266], [3.0507, 1.5266, 0.8303], [2.3017, 1.6078, -0.3189], [3.0104, 1.5136, -1.5560], [2.5587, 1.7695, -4.9501], [4.9495, 1.0794, -4.9408], [6.1276, 0.7911, -2.7969], [6.1538, 0.8612, -0.3766], [4.9836, 1.2124, 1.7638], [2.5640, 1.6091, 1.7975], [-0.7542, 2.8248, 1.9241], [-0.0719, 3.8245, 1.6423], [0.5335, 3.6800, 0.5353], [1.0380, -2.1091, -1.6710], [1.1464, -1.2134, -0.9052], [0.2595, -0.2210, -1.1210]], "atomic_forces_ev_per_a": [[-0.09, -0.09, -0.15], [-0.02, -0.02, 0.01], [-0.13, -0.03, -0.03], [0.09, 0.13, 0.02], [-0.08, -0.02, -0.04], [0.05, -0.02, 0.03], [-0.01, 0.04, -0.02], [-0.01, -0.08, 0.03], [-0.02, 0.00, 0.02], [0.01, 0.10, 0.00], [-0.10, -0.09, 0.01], [0.11, -0.02, 0.05], [-0.05, -0.08, -0.01], [0.04, 0.03, 0.00], [0.06, 0.04, -0.01], [-0.03, -0.07, 0.00], [0.06, 0.05, 0.02], [-0.01, -0.04, 0.01], [0.00, 0.00, 0.00], [0.01, 0.02, 0.00], [0.00, -0.03, 0.01], [-0.05, 0.08, -0.06], [0.00, 0.01, 0.00], [0.00, 0.00, -0.01], [0.01, 0.01, 0.00], [0.02, 0.01, 0.01], [0.00, 0.00, 0.00], [0.00, 0.00, 0.00], [-0.01, 0.01, -0.01], [-0.01, 0.01, 0.00], [0.00, 0.00, 0.00], [0.00, 0.01, 0.00], [0.00, 0.00, 0.00], [0.00, 0.00, 0.00], [-0.01, -0.02, 0.00], [0.17, -0.04, -0.05], [-0.18, 0.06, -0.02], [0.07, -0.02, 0.06], [-0.03, 0.01, -0.05], [0.02, 0.00, 0.02], [-0.05, 0.01, 0.01], [0.07, -0.02, -0.04], [-0.05, 0.05, 0.03], [0.10, -0.08, -0.01], [0.02, 0.00, -0.01], [0.11, -0.03, 0.01], [0.01, 0.00, -0.01], [0.00, 0.00, 0.00], [0.00, 0.00, 0.01], [0.00, 0.00, 0.00], [-0.01, 0.00, 0.00], [0.04, 0.00, 0.03], [-0.02, -0.07, -0.02], [-0.06, 0.05, -0.04], [0.01, -0.05, 0.04], [-0.02, 0.01, -0.03], [0.04, -0.06, -0.04], [-0.04, 0.25, 0.22]]}

> Which formula does entry 1 have?

C34H39BrN4O2P2Pb